A | Density functional theory data (ωB97M-V/def2-TZVPD) for C5H8FN in the gas phase.

Computed properties:
HOMO-LUMO gap = 10.15 eV
net charge = 0
molar mass = 101.12 g mol⁻¹
lowest unoccupied orbital energy = 1.0 eV
SMILES = C=CC1(F)CNC1

XYZ file:
```
15
Properties=species:S:1:pos:R:3:lowdin_charge:R:1
C -1.14148 1.45391 -1.14319 0.030
C -0.88626 1.16700 0.15162 -0.079
C -0.21290 -0.07590 0.64341 -0.468
F -0.75514 -0.37662 1.90515 -0.006
C -0.13202 -1.34548 -0.22090 -0.112
N 1.30301 -1.51591 0.18002 -0.020
C 1.31248 -0.12062 0.71714 -0.127
H -1.64161 2.38879 -1.38320 0.053
H -1.03793 0.76056 -1.97255 0.050
H -1.07991 1.89736 0.93564 0.110
H -0.29909 -1.13356 -1.28380 0.099
H -0.90418 -2.04822 0.18426 0.129
H 2.02303 -1.73855 -0.51470 0.101
H 1.77079 0.65568 0.06306 0.124
H 1.68121 0.03156 1.73804 0.113
```

***

B | Density functional theory data (ωB97M-V/def2-TZVPD) for a 2-piece molecular cluster, C5H8FN overall.

Computed properties:
HOMO-LUMO gap (alpha / beta) = 8.91 / 8.91 eV
net charge = 0
molar mass = 101.12 g mol⁻¹
lowest unoccupied orbital energy (alpha / beta) = -1.3 / -1.3 eV

XYZ file:
```
15
Properties=species:S:1:pos:R:3:lowdin_charge:R:1
C -0.85553 -0.80901 0.20056 -0.116
C -0.86471 0.58454 -0.41328 -0.130
C 0.68485 -1.14086 0.45087 -0.084
C 0.56368 0.98342 -0.62926 -0.170
C 1.34336 0.06611 0.15175 -0.172
N 1.25589 1.33179 0.68348 0.166
F 3.58464 0.43069 -0.37164 -0.470
H -1.41315 -0.76061 1.07854 0.089
H -1.32109 -1.62997 -0.27126 0.098
H -1.40098 0.44669 -1.32010 0.110
H -1.42471 1.13118 0.26327 0.098
H 0.88166 -1.36076 1.53431 0.140
H 1.07435 -1.97398 -0.22875 0.164
H 0.90010 1.59047 -1.51165 0.175
H 2.16425 1.67987 0.41633 0.102
```

***

A wins, 0.1203 hartree ahead of the next structure.

***

A | Density functional theory data (ωB97M-V/def2-TZVPD) for a 2-piece molecular cluster, C3H3IN2O overall.

Computed properties:
HOMO-LUMO gap = 9.22 eV
net charge = 0
molar mass = 209.97 g mol⁻¹
lowest unoccupied orbital energy = -0.1 eV
SMILES = [O-][N+]#CCI.C#N

XYZ file:
```
10
Properties=species:S:1:pos:R:3:lowdin_charge:R:1
O -0.01854 3.15342 -0.35132 0.014
N 0.31844 2.01959 -0.33698 -0.144
C 0.89562 1.00813 -0.37163 -0.127
C 1.27139 -0.36971 -0.59389 -0.621
I 3.39017 -0.88116 -0.18524 0.684
H 0.94575 -0.53796 -1.60325 0.047
H 0.52289 -0.97315 0.03844 0.024
C -2.49910 -1.22083 1.08950 -0.028
N -1.53483 -1.05204 0.52616 0.091
H -3.29180 -1.14629 1.78822 0.059
```

***

B | Density functional theory data (ωB97M-V/def2-TZVPD) for a 2-piece molecular cluster, C3H3IN2O overall.

Computed properties:
HOMO-LUMO gap (alpha / beta) = 7.36 / 7.36 eV
net charge = 0
molar mass = 209.97 g mol⁻¹
lowest unoccupied orbital energy (alpha / beta) = -1.0 / -1.0 eV

XYZ file:
```
10
Properties=species:S:1:pos:R:3:lowdin_charge:R:1
C 0.36533 -0.19810 -0.23623 -0.246
C -1.71365 -0.12373 -0.29263 -0.748
C 1.10933 0.66304 0.71143 -0.089
N 0.57211 -1.34257 -0.61652 -0.172
N 0.55767 -2.27309 -1.25882 0.201
O -2.29853 -1.09792 0.02533 0.001
I -2.46112 1.73392 -0.96850 0.814
H 2.14566 0.51357 0.48092 0.064
H 0.77276 1.75176 0.41120 0.106
H 0.95043 0.37313 1.74382 0.068
```

***

A wins, 0.0022 hartree ahead of the next structure.